{"formula": "Cl2H36MnO18", "method": "the ωB97M-V functional and the def2-TZVPD basis", "s_squared": 8.753, "orbital_gap_ev": [8.80, 9.78], "molar_mass_g_mol": 450.1, "spin_multiplicity": 6, "e_homo_ev": [-9.00, -9.99], "elements": ["H", "O", "H", "O", "H", "H", "Cl", "H", "H", "O", "O", "H", "H", "Mn", "H", "H", "H", "O", "H", "H", "H", "H", "O", "O", "O", "H", "H", "H", "H", "H", "O", "O", "H", "O", "H", "H", "H", "H", "H", "O", "H", "O", "H", "H", "H", "H", "H", "O", "Cl", "H", "O", "H", "O", "O", "O", "H", "H"], "positions_angstrom": [[-2.99504, -1.78100, 0.76166], [-1.86829, 4.08185, -1.99325], [-0.95958, -0.80666, 2.97374], [-2.31217, -2.01962, 3.35746], [-1.81372, 3.13955, -1.76445], [1.40301, -0.95421, 3.03529], [2.48370, 3.33709, -3.08191], [0.95023, -3.23597, 1.75765], [2.68637, -2.58775, -1.36913], [2.91709, 0.20067, -2.94043], [-0.31301, -0.34181, 2.41129], [-2.72301, 2.67022, 0.32750], [-2.13290, -2.58504, 4.11795], [1.87935, 1.68800, -1.50206], [3.93978, 1.28713, 0.30174], [0.04786, -1.38485, -3.79463], [-0.16561, -4.50015, -0.89855], [-2.80349, -1.44829, -0.12898], [-0.19667, -3.46552, -2.10148], [-1.87069, 1.48953, 0.90797], [-0.72266, 2.57097, 2.39813], [-2.98205, -1.38281, 3.67710], [-2.73042, 0.97947, -1.76991], [-0.72964, -3.86931, -1.38743], [3.87974, 1.82360, -0.49465], [-0.33578, 2.07873, -3.66674], [-2.47329, -2.27330, -0.56761], [-0.62305, -0.73349, 1.56943], [-4.52569, 0.55886, 2.51914], [-3.61249, 0.85698, -2.11846], [0.23228, -3.61304, 1.21409], [-0.14393, -1.63409, -2.89079], [0.24140, -0.96399, -2.25858], [-3.91058, -0.13678, 2.26494], [3.68173, -1.26280, 0.49258], [0.59870, 3.10000, 0.90311], [-4.42999, -0.97333, 2.32447], [2.17786, -3.01073, 0.02513], [-2.50700, 0.25415, -1.14534], [-0.26894, 1.49651, -2.91937], [-1.30493, 4.12577, -2.78497], [0.22353, 2.56204, 2.57738], [2.83441, 0.73767, -3.75458], [3.81138, 0.34994, -2.60526], [2.96293, -1.22682, 2.93630], [4.15333, 2.72466, -0.33524], [-0.03128, -2.92296, 0.58533], [0.81796, 3.09683, -0.08163], [0.72401, -0.05079, -0.44995], [2.58289, -0.38877, 0.88811], [3.54851, -0.48270, 1.03743], [-1.11469, 1.36526, -2.53655], [2.10590, -1.56164, 3.30562], [-2.20301, 2.38034, 1.12392], [2.96796, -2.87915, -0.48547], [0.59266, 3.94082, -0.48667], [0.35904, 1.58076, 2.51958]]}

---

{"formula": "CH3Cl2OP", "method": "the ωB97M-V functional and the def2-TZVPD basis", "orbital_gap_ev": 9.26, "molar_mass_g_mol": 132.9, "e_homo_ev": -8.81, "smiles": "OCP(Cl)Cl", "relative_energy_kcal_mol": 68.09, "elements": ["H", "O", "H", "P", "H", "Cl", "Cl", "C"], "positions_angstrom": [[0.81451, 0.12539, 1.05583], [0.60006, -1.70418, -0.05372], [-0.90602, -0.93605, 1.14083], [-0.73420, 1.43526, -0.12344], [-0.11679, -2.00511, -0.56599], [-0.85678, 1.38155, -2.09070], [1.16000, 2.26065, 0.02557], [0.03922, -0.55750, 0.61162]]}

---

{"formula": "C15H23AgBBrF2NO11P", "method": "the ωB97M-V functional and the def2-TZVPD basis", "s_squared": 0.755, "orbital_gap_ev": [6.13, 6.56], "molar_mass_g_mol": 660.9, "spin_multiplicity": 2, "e_homo_ev": [-12.29, -12.74], "total_charge": 1, "relative_energy_kcal_mol": 0.00, "elements": ["H", "H", "C", "O", "Ag", "H", "O", "H", "H", "C", "H", "H", "H", "P", "H", "C", "O", "H", "C", "C", "H", "O", "H", "C", "C", "C", "O", "O", "H", "N", "H", "H", "B", "Br", "C", "C", "C", "O", "F", "F", "H", "H", "C", "O", "O", "H", "H", "C", "C", "H", "H", "C", "H", "O", "O", "H"], "positions_angstrom": [[1.76103, -4.02496, 0.19135], [-2.38909, -1.44954, -3.42523], [2.79567, 1.93933, -0.25863], [-0.28999, -0.84297, 3.60861], [3.12086, -5.04867, 1.00217], [-2.30126, 0.19560, 1.95927], [2.83427, -0.12412, 2.72229], [-1.34923, -2.54214, -2.50190], [1.58783, -2.12829, 2.01282], [0.77583, -0.86584, -2.13418], [1.29983, -4.50990, 1.95477], [-0.91263, 2.85111, 0.46831], [-0.17565, -2.43500, 1.90749], [0.62058, -1.39938, -0.16266], [1.86963, -2.04142, -0.57057], [-2.48982, 1.69412, -0.36508], [-0.70053, -0.45734, 0.23776], [-0.26501, -2.40018, -0.68795], [-0.93419, -2.38412, -4.56954], [0.77901, -2.50708, 1.38581], [-3.16896, 1.83087, 0.48467], [2.43696, 4.21532, 1.16325], [-1.74147, 1.79152, 2.41684], [-1.02229, 1.85846, 0.02425], [1.07517, 0.86814, 1.18500], [-0.56434, -0.52857, -2.75515], [-3.66859, 4.70220, -1.61850], [1.44652, 1.43225, 3.77577], [0.70678, -1.37008, -4.86180], [1.62749, 2.13889, 0.56497], [3.38139, 0.06167, 3.49759], [-0.42868, 1.82750, -0.89522], [1.77920, 0.73371, 2.65867], [-1.48648, 1.14460, 5.06094], [-1.34737, -1.74132, -3.24805], [1.00693, -3.97443, 1.02962], [-3.66755, 3.64888, -1.08200], [-2.75320, 2.68881, -1.35700], [0.46228, 3.46576, 1.90793], [2.45255, 2.13886, -1.53505], [1.22768, -1.73588, -2.62248], [-4.43323, 3.32770, -0.35094], [-1.40150, 0.77469, 2.21328], [-1.42705, -3.39342, -4.94942], [3.87654, 1.68185, 0.08544], [1.51251, -0.05995, -2.12945], [0.12425, -4.50225, 0.66477], [-0.50085, 0.75639, 0.96010], [1.65460, 3.34812, 1.22458], [-2.69385, 0.71747, -0.80949], [-1.18752, 0.07096, -2.09515], [-0.91551, 0.15309, 3.49727], [-0.33379, 0.12653, -3.61210], [-0.05330, -1.70224, -5.35547], [1.61027, -0.13509, 0.37655], [0.77727, 2.11980, 3.71083]]}

---

{"formula": "C5H7NOS", "method": "the ωB97M-V functional and the def2-TZVPD basis", "orbital_gap_ev": [7.35, 7.16], "molar_mass_g_mol": 129.2, "e_homo_ev": [-7.57, -7.58], "relative_energy_kcal_mol": 124.22, "elements": ["N", "C", "C", "H", "H", "H", "C", "C", "H", "H", "O", "C", "H", "S", "H"], "positions_angstrom": [[-2.00602, 1.57865, -0.56475], [0.54147, 2.03703, -0.34026], [-1.47109, -1.96905, 0.13347], [-1.65070, -1.17038, -1.91037], [-0.96785, -2.82184, -0.31772], [-2.46496, -2.29280, 0.45353], [-1.59459, -0.87837, -0.86695], [-1.80226, 0.40388, -0.64938], [3.39884, 0.46828, 0.03954], [2.85477, 1.96700, 0.85104], [-0.52207, 2.48115, -0.64183], [2.72385, 0.89222, 0.77596], [-0.91759, -1.64330, 1.01154], [0.99413, 0.53253, 0.28756], [2.88407, 0.41502, 1.73861]]}

---

{"formula": "C2H6CsO2", "method": "the ωB97M-V functional and the def2-TZVPD basis", "orbital_gap_ev": 9.17, "molar_mass_g_mol": 195.0, "e_homo_ev": -13.00, "total_charge": 1, "relative_energy_kcal_mol": 16.72, "elements": ["O", "C", "H", "H", "O", "C", "H", "H", "H", "Cs", "H"], "positions_angstrom": [[-23.83088, -34.16266, 26.53689], [-22.98798, -33.65335, 27.58052], [-24.19205, -32.04822, 28.38974], [-23.15829, -34.28286, 28.45391], [-23.00529, -31.21752, 26.93301], [-23.17609, -32.16165, 28.01151], [-21.98175, -33.67525, 27.16204], [-23.70761, -35.10128, 26.37756], [-23.04356, -30.34298, 27.32712], [-26.79759, -32.99892, 23.73954], [-22.50289, -31.90855, 28.83057]]}

---

{"formula": "C25H25AsCaCl2N4O2S2", "method": "the ωB97M-V functional and the def2-TZVPD basis", "orbital_gap_ev": 5.69, "molar_mass_g_mol": 663.5, "e_homo_ev": -1.28, "total_charge": -2, "relative_energy_kcal_mol": 53.59, "elements": ["H", "H", "H", "H", "S", "Ca", "H", "H", "C", "C", "C", "C", "C", "H", "O", "N", "C", "O", "H", "C", "H", "C", "C", "H", "H", "C", "C", "H", "H", "H", "C", "H", "H", "C", "C", "C", "C", "C", "Cl", "As", "N", "C", "C", "H", "N", "C", "H", "H", "H", "N", "H", "H", "S", "C", "C", "C", "H", "C", "H", "C", "Cl", "H"], "positions_angstrom": [[4.14677, -1.32431, -1.53769], [5.08559, 0.06983, 1.83297], [-2.09513, -2.76668, -3.14699], [1.49803, 0.75413, -3.49960], [2.01184, -1.01985, 3.47941], [0.31429, 1.22335, -0.29359], [-1.19721, -3.76773, 0.67014], [1.68916, 2.36357, 2.87958], [3.21463, -1.18579, 2.12608], [-4.02479, 2.71604, 2.97974], [-2.66585, 2.26749, 0.56201], [4.00226, 0.10538, 1.66630], [-1.39690, 0.87817, -5.24560], [-1.82632, 0.69114, -6.22349], [-0.70356, 0.31771, 3.85139], [-0.78174, 1.37330, 1.77341], [-2.59803, -1.39471, -0.31637], [-3.70386, 2.25704, -2.14191], [-3.15166, -0.78495, -1.03170], [4.58131, -1.03252, -0.57953], [-2.21632, -3.98464, -1.85451], [-2.53238, 1.99416, -1.81120], [3.55687, -0.19026, 0.18121], [-3.19164, -2.26838, -0.03936], [0.05396, -2.56555, 1.15016], [-1.55205, -3.27068, -2.34566], [-0.22498, 0.63650, 2.75984], [5.47457, -0.43787, -0.78691], [3.47518, -3.31268, 2.40003], [4.90402, -2.51688, 1.72018], [-1.61988, 1.54230, -2.95707], [0.61372, 0.32435, -5.80801], [-0.70928, -3.80740, -2.78364], [-0.34644, -3.17124, 0.33452], [2.40701, -1.07243, 0.78531], [4.08036, -2.40326, 2.42157], [-4.60049, 3.09564, 1.78188], [-2.19519, 1.32054, -4.20666], [-6.17844, 3.85140, 1.72299], [-0.87056, -1.92092, -1.07195], [1.17196, -0.41044, 1.06334], [0.45296, 0.91252, -3.75068], [1.20022, 0.22608, 2.34630], [4.87890, -1.94052, -0.05324], [-0.31821, 1.33086, -2.75008], [-0.04231, 0.67252, -5.02126], [-2.41182, -0.78567, 0.57038], [-4.39585, 3.13708, -0.34021], [4.05601, 2.23836, 2.28760], [-1.94998, 1.99899, -0.61718], [4.51351, -2.31018, 3.42145], [2.23680, -2.00320, 0.21625], [3.10265, 1.20038, -0.92491], [2.12361, 1.44230, 2.50117], [-2.77449, 2.12402, 2.98956], [3.41218, 1.37072, 2.19667], [-2.32975, 1.81071, 3.92136], [-3.92824, 2.86464, 0.59113], [0.43661, -3.83395, -0.03735], [-2.05572, 1.90086, 1.80722], [-4.85150, 2.96831, 4.50062], [-3.25439, 1.50234, -4.31544]]}